1.
Density functional theory data (ωB97M-V with the def2-TZVPD basis set) for C51H49BBeN5O4S2 as an isolated structure in a non-equilibrium geometry.

Each line ends with the Löwdin charge.
Cartesian coordinates (Å):
Be: -0.416123 -0.604040 -1.254302  0.19
C: 8.264047 -1.441120 -2.553686  -0.03
C: 6.819140 -1.474699 -2.091539  -0.26
C: 5.802267 -1.661891 -3.000324  -0.03
C: 4.470836 -1.731886 -2.624977  -0.06
C: 4.138404 -1.568011 -1.286003  -0.36
C: 5.165658 -1.458205 -0.339579  -0.06
C: 6.475860 -1.327398 -0.765760  -0.02
S: 2.450453 -1.505817 -0.547012  1.25
O: 1.029297 -1.213580 -1.517439  -0.47
C: 2.607302 0.209654 -0.096678  -0.36
C: 2.905248 1.057196 -1.195047  -0.07
C: 3.054086 2.418495 -1.110390  0.01
C: 2.654681 3.053174 0.093068  -0.15
C: 2.640326 4.442343 0.259023  -0.02
C: 2.235384 5.011258 1.458094  -0.05
C: 1.726707 4.199274 2.493222  -0.04
C: 1.813935 2.821200 2.391628  -0.01
C: 2.285037 2.194330 1.200242  -0.09
C: 2.398606 0.741405 1.130374  -0.13
C: 2.329256 -0.073270 2.380237  -0.14
C: 3.316899 0.069144 3.360328  -0.09
C: 4.425895 1.013098 3.202112  0.00
C: 5.354368 1.162711 4.220258  -0.07
C: 5.241463 0.393861 5.395499  -0.06
C: 4.181651 -0.471724 5.579847  -0.03
C: 3.233575 -0.684803 4.591952  -0.15
C: 2.158274 -1.568783 4.799970  0.01
C: 1.199315 -1.658421 3.838143  -0.08
C: 1.312866 -1.018282 2.608724  -0.30
S: -0.002192 -1.415137 1.457951  0.98
O: -1.350220 -0.991208 2.055337  -0.48
C: -0.030340 -3.218195 1.632838  -0.35
C: -1.211989 -3.901720 1.366465  -0.05
C: -1.220086 -5.279004 1.446232  -0.02
C: -0.095833 -6.036138 1.808099  -0.27
C: -0.159589 -7.535990 1.856779  -0.05
C: 1.064500 -5.323557 2.093541  -0.02
C: 1.110390 -3.914460 1.972991  -0.09
H: 8.389806 -1.417590 -3.625970  0.07
H: 8.898119 -2.264177 -2.187718  0.09
H: 8.764520 -0.555256 -2.124817  0.09
H: 5.986391 -1.606852 -4.079547  0.13
H: 3.733133 -1.988894 -3.358735  0.12
H: 4.951525 -1.340395 0.711185  0.11
H: 7.272145 -1.191091 -0.065151  0.12
H: 2.986357 0.578283 -2.156926  0.10
H: 3.384212 2.978258 -1.974654  0.12
H: 2.965301 5.091350 -0.541858  0.12
H: 2.279678 6.081384 1.573065  0.11
H: 1.325168 4.633092 3.420144  0.12
H: 1.581613 2.237097 3.229698  0.10
H: 4.486248 1.650175 2.294304  0.12
H: 6.146544 1.915472 4.082654  0.12
H: 6.064253 0.395192 6.108179  0.11
H: 4.037556 -0.967335 6.512189  0.11
H: 2.117000 -2.106760 5.725811  0.12
H: 0.328317 -2.276806 4.006195  0.13
H: -2.122387 -3.345191 1.126849  0.09
H: -2.131642 -5.817541 1.151328  0.12
H: -1.233303 -7.829440 2.010195  0.09
H: 0.360124 -7.973334 2.720902  0.08
H: 0.246800 -8.009707 0.946811  0.09
H: 1.975772 -5.789327 2.468660  0.12
H: 2.085318 -3.457756 2.190326  0.11
C: -4.646530 -3.155828 0.104479  -0.02
C: -4.144953 -2.644164 -1.226669  -0.42
C: -4.339355 -3.661265 -2.354714  -0.01
O: -2.637255 -2.511790 -1.043733  0.05
B: -2.282157 -1.281961 -1.457897  -0.54
O: -3.326354 -0.467320 -1.890701  0.05
C: -4.613768 -1.180590 -1.567874  -0.43
C: -5.193174 -0.379994 -0.397827  -0.01
C: -5.568335 -1.127249 -2.751863  -0.02
H: -4.197292 -4.159316 0.186405  0.09
H: -5.710609 -3.205219 0.161580  0.09
H: -4.310987 -2.530521 0.952391  0.10
H: -3.944696 -4.622489 -1.974223  0.09
H: -3.765825 -3.400453 -3.256584  0.10
H: -5.422594 -3.777380 -2.613706  0.10
H: -4.538525 -0.546204 0.453447  0.08
H: -6.194835 -0.809726 -0.138070  0.11
H: -5.276059 0.690666 -0.670534  0.09
H: -5.089210 -1.454120 -3.681655  0.09
H: -5.885490 -0.079695 -2.887332  0.09
H: -6.481169 -1.730201 -2.615701  0.10
C: -0.574815 1.396916 -3.718652  0.03
C: -1.030442 1.796024 -2.342789  -0.27
N: -0.918545 0.979541 -1.290630  0.01
C: -1.540911 1.544518 -0.170415  -0.06
C: -1.932990 2.793609 -0.521156  0.01
N: -1.788041 2.896133 -1.955007  0.03
C: -2.285319 3.917473 -2.913628  -0.08
N: -2.946694 4.987954 -2.256059  -0.08
N: -2.306769 6.083911 -1.771597  0.05
N: -3.118269 6.858516 -1.133468  0.08
C: -4.366155 6.286501 -1.181338  -0.23
C: -5.570434 6.725547 -0.576534  -0.01
C: -6.599394 5.797027 -0.515723  -0.06
C: -6.498400 4.569938 -1.303750  -0.07
C: -5.345648 4.138299 -1.905626  -0.03
C: -4.290104 5.059832 -1.896623  -0.16
H: 0.425956 0.934022 -3.694799  0.09
H: -0.488335 2.307780 -4.304662  0.07
H: -1.265021 0.692937 -4.198528  0.10
H: -1.747776 0.979598 0.732070  0.11
H: -2.463832 3.534568 0.077629  0.13
H: -2.969971 3.387101 -3.623240  0.16
H: -1.396031 4.259127 -3.509233  0.15
H: -5.604319 7.719415 -0.195266  0.11
H: -7.501568 5.929330 0.114828  0.11
H: -7.391810 3.905192 -1.278896  0.11
H: -5.173084 3.221370 -2.469411  0.11

Atoms 1-2, force components in eV/Å:
Be -1.1 -0.5 -0.2
C 0.5 0.5 1.0

Computed properties:
Energy = -3383.367011 Ha
HOMO energy = -9.67 eV
M = 879.9 g mol⁻¹
Net charge = +1
LUMO = -3.1737 eV
Gap between HOMO and LUMO = 6.50 eV

=====

2.
Density functional theory data (ωB97M-V with the def2-TZVPD basis set) for C51H49ClN6O10Zr as an isolated structure.

Each line ends with the Löwdin charge.
Cartesian coordinates (Å):
Zr: -0.703591 -1.297776 -1.815824  1.88
O: -7.568074 -1.303654 -1.694081  0.12
C: -6.335550 -1.672036 -1.277881  -0.47
O: -6.176863 -2.631598 -0.587115  0.16
C: -5.221777 -0.787163 -1.698479  -0.06
C: -5.145972 0.592938 -1.722488  -0.59
Cl: -6.358162 1.738295 -1.355472  0.81
N: -3.875514 0.962385 -2.004057  -0.05
N: -3.096793 -0.140353 -2.140636  0.13
C: -3.905799 -1.172697 -2.005287  -0.14
C: -3.346232 -2.565561 -2.115250  -0.59
O: -3.891226 -3.397021 -2.797774  0.13
O: -2.263291 -2.672016 -1.423229  -0.18
C: -3.326894 2.255979 -2.280916  -0.18
C: -4.000431 3.122647 -3.130676  -0.03
C: -3.435157 4.355825 -3.419362  -0.07
C: -2.204056 4.704451 -2.887103  -0.07
C: -1.533477 3.822139 -2.053520  -0.05
C: -2.097449 2.595193 -1.739957  -0.01
H: -7.503900 -0.551491 -2.292706  0.08
H: -4.940334 2.835344 -3.572918  0.10
H: -3.955099 5.036535 -4.080575  0.11
H: -1.761025 5.661305 -3.130757  0.11
H: -0.563861 4.076112 -1.648154  0.11
H: -1.575470 1.907590 -1.094401  0.08
C: -0.732688 -0.081140 6.514974  -0.07
O: -0.491238 -0.623172 5.230400  -0.08
C: 0.220054 -1.781418 5.161238  -0.22
C: 0.745802 -2.451137 6.250020  -0.02
C: 1.441232 -3.642476 6.059239  -0.09
C: 1.585546 -4.164379 4.790236  -0.09
C: 1.045772 -3.499498 3.693745  -0.02
C: 0.381864 -2.295183 3.862091  -0.15
N: -0.201292 -1.550210 2.825281  0.17
C: 0.031186 -1.656823 1.478089  -0.36
N: 1.300614 -1.956592 1.140617  0.16
C: 1.839901 -2.439541 -0.067450  -0.19
C: 1.211052 -2.402328 -1.308133  -0.16
C: 1.930307 -2.962722 -2.381081  -0.12
C: 3.197204 -3.493182 -2.237777  -0.09
C: 3.813869 -3.499156 -0.990335  -0.03
C: 3.132079 -2.980441 0.088637  -0.22
O: 3.631295 -2.940738 1.366629  -0.12
C: 4.924580 -3.467835 1.581697  -0.07
N: -0.900016 -1.411576 0.608045  0.04
C: -2.215455 -1.228982 1.115592  -0.23
C: -2.787817 0.034609 0.996251  -0.04
C: -4.094567 0.287196 1.380575  -0.09
C: -4.852372 -0.750223 1.905859  -0.08
C: -4.287093 -2.002796 2.066744  0.01
C: -2.970967 -2.258822 1.694073  -0.23
O: -2.460361 -3.471228 2.054789  -0.08
C: -1.882392 -4.334430 1.069225  -0.04
H: -1.315577 0.821089 6.353641  0.09
H: 0.204232 0.175265 7.016085  0.10
H: -1.301527 -0.778808 7.134946  0.10
H: 0.620459 -2.053750 7.247408  0.10
H: 1.854760 -4.158909 6.915252  0.10
H: 2.104993 -5.100973 4.637059  0.10
H: 1.137262 -3.934955 2.708358  0.12
H: -1.025381 -1.029545 3.083887  0.15
H: 1.947763 -1.993422 1.913093  0.13
H: 1.470496 -2.976138 -3.358511  0.07
H: 3.716707 -3.903346 -3.094759  0.10
H: 4.806435 -3.911226 -0.873082  0.10
H: 5.125635 -3.345691 2.642646  0.09
H: 5.674368 -2.923444 1.001396  0.10
H: 4.964705 -4.528837 1.321387  0.10
H: -2.157473 0.830678 0.622725  0.10
H: -4.508193 1.283695 1.280923  0.10
H: -5.881364 -0.586734 2.200637  0.11
H: -4.852475 -2.826272 2.482749  0.13
H: -1.508030 -5.188617 1.629660  0.09
H: -1.071824 -3.859734 0.521302  0.06
H: -2.641254 -4.658384 0.356565  0.10
C: 4.010046 5.722343 3.176784  -0.05
C: 4.056499 4.335502 2.600918  -0.23
C: 4.980681 3.414383 3.076518  -0.05
C: 5.032365 2.126299 2.568361  -0.08
C: 4.172317 1.758092 1.550539  -0.02
C: 3.244844 2.671302 1.057885  -0.20
N: 2.361996 2.243596 0.031437  0.10
C: 2.391176 2.706429 -1.256787  -0.18
C: 3.247371 3.755514 -1.642924  -0.02
C: 3.242315 4.230653 -2.935876  -0.07
C: 2.399991 3.693709 -3.909270  -0.09
C: 1.571639 2.653577 -3.554089  -0.02
C: 1.551027 2.148201 -2.250960  -0.08
C: 0.647628 1.028467 -1.966248  -0.58
O: -0.091594 0.539831 -2.877185  -0.14
O: 0.550545 0.492209 -0.813781  -0.10
C: 3.156789 3.962168 1.593215  -0.18
C: 2.112223 4.934738 1.127414  -0.03
H: 4.785194 5.857047 3.929900  0.07
H: 3.046539 5.931460 3.647218  0.08
H: 4.153971 6.481735 2.404757  0.08
H: 5.664960 3.714925 3.861230  0.11
H: 5.751119 1.416012 2.956419  0.10
H: 4.209995 0.766302 1.116416  0.11
H: 1.852739 1.380400 0.165639  0.11
H: 3.925303 4.181099 -0.915919  0.11
H: 3.919422 5.036394 -3.193481  0.11
H: 2.407440 4.074824 -4.920855  0.10
H: 0.909108 2.194987 -4.275938  0.12
H: 1.391224 4.455163 0.473125  0.07
H: 2.550368 5.777166 0.585819  0.09
H: 1.570313 5.350565 1.979523  0.08
C: 0.345897 -1.558208 -5.698250  -0.05
C: -0.936693 -2.018905 -5.025590  -0.49
C: -2.120138 -1.140627 -5.390939  -0.05
O: -0.796740 -1.991093 -3.625314  -0.38
H: 0.201609 -1.456769 -6.776327  0.08
H: 1.156748 -2.267615 -5.535367  0.07
H: 0.646788 -0.588292 -5.298272  0.07
H: -1.156540 -3.057173 -5.306583  0.14
H: -1.955723 -0.118077 -5.046365  0.08
H: -3.035039 -1.520199 -4.935781  0.07
H: -2.260541 -1.121225 -6.475038  0.08

Atoms 1-2, force components in eV/Å:
Zr 0.4 -0.4 0.0
O 0.0 -0.1 0.1

Computed properties:
ΔE to the lowest compared entry with this formula, charge and spin = 0.00 kcal/mol
Energy = -3561.265238 Ha
HOMO energy = -7.88 eV
M = 1032.7 g mol⁻¹
Net charge = 0
LUMO = 0.2823 eV
Gap between HOMO and LUMO = 8.16 eV

=====

What is the formula in the second record?
C51H49ClN6O10Zr

=====

Among the records above, which one has the lowest energy?
C51H49ClN6O10Zr

=====

Which formula does entry 1 have?
C51H49BBeN5O4S2